No. 1
The following is a DFT calculation (ωB97M-V with the def2-TZVPD basis set) of the ion C5H12N2 with charge +2 in a non-equilibrium geometry.

The value obtained for the max |F| is 5.5 eV/A. Its energy relative to the best compared isomer or geometry (same formula, charge and spin) is 76.2 kcal/mol. Its total energy is -306.449409 Eh. The highest occupied orbital energy is -17.155 eV. As for the multiplicity: 1. The net charge is +2. Its structure (SMILES) is C=[NH+]C(=C)CC[NH3+]. The value obtained for the gap between HOMO and LUMO is 7.968 eV.

Each line ends with the natural charge from an NBO analysis.
Geometry (Å):
C  -0.175  1.356  -1.018  -0.202
C  -0.582  0.508  0.256  -0.477
C  0.158  -0.885  0.259  0.126
C  1.095  -1.544  -0.564  -0.325
C  0.111  -2.913  1.444  0.152
N  -0.197  -1.632  1.411  -0.436
N  -0.367  2.915  -0.828  -0.709
H  0.895  1.249  -1.234  0.246
H  -0.843  1.110  -1.987  0.277
H  -1.690  0.219  0.124  0.274
H  -0.500  1.094  1.150  0.243
H  2.039  -1.190  -1.001  0.263
H  1.004  -2.556  -0.851  0.223
H  0.288  -3.573  0.585  0.264
H  0.095  -3.218  2.556  0.261
H  -0.414  -1.050  2.170  0.450
H  -1.232  3.516  -0.642  0.480
H  0.251  3.260  -0.147  0.432
H  0.064  3.335  -1.682  0.459



No. 2
The following is a DFT calculation (ωB97M-V with the def2-TZVPD basis set) of the molecule C4H5NOS in a non-equilibrium geometry.

The value obtained for the max |F| is 2.8 eV/A. Its energy relative to the best compared isomer or geometry (same formula, charge and spin) is 27.0 kcal/mol. Its total energy is -683.564876 Eh. The highest occupied orbital energy is -8.117 eV. As for the multiplicity: 1. Its structure (SMILES) is Nc1ccoc1S. The value obtained for the gap between HOMO and LUMO is 8.865 eV.

Each line ends with the natural charge from an NBO analysis.
Geometry (Å):
C  -0.473  0.109  -0.182  0.091
C  -0.564  0.687  1.128  -0.347
C  0.751  0.749  1.575  0.113
C  0.883  0.027  -0.480  0.024
H  -2.383  0.019  -0.843  0.373
H  -1.401  -1.077  -1.488  0.378
H  -1.360  1.078  1.709  0.233
H  1.181  0.999  2.539  0.207
H  1.443  -2.030  -1.590  0.122
N  -1.433  -0.164  -1.129  -0.793
O  1.648  0.306  0.609  -0.407
S  1.708  -0.703  -1.847  0.008



No. 3
The following is a DFT calculation (ωB97M-V with the def2-TZVPD basis set) of a cluster of 19 separate species, C25H32Cl54NO2 in total in a non-equilibrium geometry.

The value obtained for the max |F| is 5.7 eV/A. Its total energy is -26027.051975 Eh. The highest occupied orbital energy is -12.024 eV. As for the multiplicity: 1. The net charge is +1. The value obtained for the gap between HOMO and LUMO is 9.622 eV.

Each line ends with the Mulliken charge.
Geometry (Å):
O  -3.892  -2.639  0.195  -0.432
C  -3.445  -1.892  0.942  -0.127
C  -2.185  -2.251  1.676  -1.364
C  -1.484  -1.064  2.315  1.131
C  -0.498  -0.394  1.406  -1.308
C  0.767  -1.203  1.231  0.120
C  1.408  -1.505  2.600  0.250
O  2.686  -0.951  2.698  -0.078
C  0.568  -0.987  3.757  -1.713
N  -0.781  -1.575  3.545  0.138
H  -3.934  -0.943  1.152  0.300
H  -1.496  -2.782  1.046  0.495
H  -2.485  -2.938  2.452  0.614
H  -2.208  -0.317  2.557  -0.319
H  -0.217  0.553  1.815  0.172
H  -0.954  -0.179  0.460  0.636
H  1.476  -0.716  0.606  -0.381
H  0.556  -2.141  0.753  0.600
H  1.471  -2.575  2.741  0.376
H  3.331  -1.660  2.597  -0.021
H  0.560  0.077  3.819  0.312
H  0.963  -1.434  4.628  0.587
H  -0.630  -2.571  3.406  0.485
H  -1.387  -1.498  4.364  0.445
C  4.576  -4.528  0.647  -0.203
Cl  3.683  -3.120  0.072  0.008
Cl  4.813  -4.423  2.393  -0.097
Cl  3.750  -6.021  0.211  -0.055
H  5.549  -4.527  0.174  0.347
C  -3.926  0.217  5.127  -0.250
Cl  -2.598  0.076  6.281  -0.065
Cl  -3.532  1.485  3.973  0.018
Cl  -4.224  -1.322  4.306  -0.096
H  -4.821  0.497  5.665  0.481
C  4.646  0.494  -1.297  -0.186
Cl  4.839  1.401  0.207  -0.102
Cl  5.760  -0.866  -1.353  -0.081
Cl  2.981  -0.093  -1.471  -0.182
H  4.863  1.161  -2.120  0.526
C  -3.296  5.441  4.350  -0.120
Cl  -3.308  4.813  2.701  -0.076
Cl  -4.938  5.534  4.980  -0.115
Cl  -2.278  4.434  5.380  -0.097
H  -2.878  6.437  4.341  0.371
C  6.373  -1.405  4.410  0.013
Cl  6.358  -1.385  2.647  -0.041
Cl  5.154  -2.519  5.046  -0.147
Cl  7.973  -1.836  5.009  -0.164
H  6.135  -0.411  4.761  0.284
C  2.266  0.231  7.223  -0.142
Cl  2.480  1.914  7.676  -0.111
Cl  0.560  -0.229  7.350  -0.097
Cl  2.827  -0.065  5.578  0.018
H  2.846  -0.382  7.899  0.375
C  -5.461  2.084  -0.615  -0.179
Cl  -4.295  1.913  -1.927  -0.120
Cl  -4.646  1.969  0.955  -0.023
Cl  -6.333  3.605  -0.739  -0.036
H  -6.172  1.273  -0.686  0.340
C  1.089  3.481  0.272  -0.339
Cl  0.976  2.896  -1.389  -0.078
Cl  -0.526  3.696  0.950  0.065
Cl  2.042  2.366  1.269  0.005
H  1.587  4.449  0.253  0.346
C  -0.101  6.933  -1.413  0.072
Cl  1.447  6.091  -1.245  -0.068
Cl  -1.289  5.900  -2.211  -0.099
Cl  -0.697  7.466  0.157  -0.104
H  0.061  7.806  -2.030  0.229
C  0.529  6.860  -5.258  0.246
Cl  0.264  6.945  -6.996  -0.127
Cl  1.719  5.621  -4.862  -0.087
Cl  1.032  8.432  -4.623  -0.142
H  -0.404  6.591  -4.786  0.108
C  11.065  -1.064  3.229  0.749
Cl  10.897  -1.020  1.473  -0.130
Cl  12.135  -2.374  3.726  -0.121
Cl  11.641  0.486  3.844  -0.119
H  10.090  -1.250  3.652  -0.345
C  -8.646  7.393  -1.119  0.046
Cl  -7.039  6.702  -0.876  -0.100
Cl  -9.651  6.278  -2.058  -0.148
Cl  -9.381  7.789  0.429  -0.103
H  -8.538  8.306  -1.686  0.309
C  2.502  -10.300  0.454  0.023
Cl  3.637  -10.731  -0.821  -0.115
Cl  3.250  -10.467  2.041  -0.119
Cl  1.897  -8.656  0.221  -0.099
H  1.661  -10.977  0.403  0.321
C  -3.336  -4.716  -2.985  0.179
Cl  -3.615  -4.699  -4.725  -0.114
Cl  -4.216  -6.045  -2.231  -0.135
Cl  -1.607  -4.833  -2.634  -0.109
H  -3.699  -3.786  -2.570  0.177
C  4.411  -0.730  -5.923  -0.137
Cl  5.975  -1.541  -5.825  -0.133
Cl  3.201  -1.783  -6.647  -0.009
Cl  3.879  -0.203  -4.319  -0.026
H  4.523  0.146  -6.547  0.299
C  0.210  -2.624  -9.142  0.036
Cl  1.118  -3.524  -7.926  -0.103
Cl  -1.310  -2.035  -8.467  -0.118
Cl  1.168  -1.293  -9.791  -0.123
H  -0.022  -3.299  -9.954  0.304
C  2.889  -7.358  -9.109  0.039
Cl  3.380  -5.728  -8.647  -0.075
Cl  1.142  -7.549  -8.946  -0.120
Cl  3.407  -7.726  -10.752  -0.117
H  3.368  -8.058  -8.439  0.287
C  -13.677  6.607  0.517  -0.010
Cl  -12.433  6.509  -0.730  -0.047
Cl  -12.953  6.494  2.124  -0.124
Cl  -14.610  8.094  0.358  -0.118
H  -14.351  5.772  0.393  0.307



No. 4
The following is a DFT calculation (ωB97M-V with the def2-TZVPD basis set) of a structure of composition C44H63BrN6OP2Rb in a non-equilibrium geometry.

The value obtained for the max |F| is 2.3 eV/A. Its energy relative to the best compared isomer or geometry (same formula, charge and spin) is 0.0 kcal/mol. Its total energy is -5398.847935 Eh. The highest occupied orbital energy (alpha / beta) is 0.190 / -1.627 eV. As for the multiplicity: 2. The net charge is -2. Its expectation value of S² is 0.766. The value obtained for the gap between HOMO and LUMO (alpha / beta) is 3.638 / 5.444 eV.

Each line ends with the Mulliken spin population.
Geometry (Å):
Rb  0.320  0.076  -0.224  0.016
C  -5.733  0.746  1.430  0.000
C  -4.541  -0.227  1.362  0.000
C  -4.885  -1.698  1.595  0.001
P  -3.348  -0.063  -0.099  -0.015
C  -4.235  -0.426  -1.680  -0.009
C  -5.720  -0.103  -1.858  -0.003
C  -3.962  -1.919  -2.015  -0.017
C  -3.095  1.754  -0.085  0.011
C  -3.429  2.546  -1.180  -0.033
C  -3.025  3.858  -1.265  0.033
C  -2.193  4.359  -0.268  -0.001
C  -1.807  3.573  0.803  0.002
C  -2.314  2.245  0.989  -0.004
N  -1.949  1.455  2.039  0.001
C  -1.519  2.101  3.172  -0.001
C  -2.297  3.166  3.719  0.000
C  -1.842  3.939  4.759  0.000
C  -0.675  3.578  5.424  0.000
C  0.019  2.450  5.008  0.000
C  -0.383  1.651  3.895  0.000
P  0.527  0.181  3.357  -0.001
C  2.115  0.155  4.304  0.000
C  2.089  -0.298  5.763  0.000
C  3.220  -0.622  3.580  0.000
C  -0.472  -1.217  4.110  0.000
C  -1.285  -1.828  2.936  0.000
C  -1.404  -0.884  5.297  0.000
H  -6.293  0.573  2.367  0.000
H  -6.468  0.597  0.653  0.000
H  -5.343  1.766  1.434  0.000
H  -3.881  0.012  2.200  0.000
H  -5.554  -2.082  0.780  0.000
H  -5.424  -1.825  2.503  0.000
H  -3.994  -2.301  1.555  0.000
H  -3.601  0.130  -2.371  0.024
H  -6.316  -0.782  -1.268  0.000
H  -5.955  -0.297  -2.911  -0.001
H  -5.992  0.934  -1.684  0.000
H  -4.336  -2.592  -1.235  -0.002
H  -2.917  -2.071  -2.183  0.010
H  -4.508  -2.158  -2.926  0.002
H  -4.059  2.151  -1.975  -0.005
H  -3.356  4.432  -2.114  -0.001
H  -1.820  5.358  -0.388  0.000
H  -1.024  3.950  1.447  -0.001
H  -3.276  3.340  3.302  0.000
H  -2.398  4.776  5.149  0.000
H  -0.280  4.165  6.254  0.000
H  0.926  2.207  5.559  0.000
H  2.451  1.235  4.294  0.000
H  1.863  -1.349  5.841  0.000
H  1.352  0.219  6.355  0.000
H  3.061  -0.107  6.152  0.000
H  3.010  -1.696  3.600  0.000
H  4.136  -0.445  4.149  0.000
H  3.381  -0.295  2.540  0.000
H  0.306  -1.926  4.487  0.000
H  -1.783  -0.967  2.478  0.001
H  -2.051  -2.551  3.207  0.000
H  -0.608  -2.293  2.219  0.000
H  -2.200  -0.152  4.997  0.000
H  -0.885  -0.507  6.188  0.000
H  -1.907  -1.822  5.528  0.000
C  4.122  0.017  -4.609  -0.011
C  3.812  0.759  -3.303  0.005
C  3.713  2.149  -3.291  0.009
C  3.543  2.817  -2.085  -0.001
C  3.422  2.044  -0.982  -0.003
Br  3.158  2.942  0.711  0.001
N  3.410  0.715  -0.956  0.002
C  3.619  0.113  -2.113  0.010
H  5.213  -0.175  -4.695  0.000
H  3.798  0.533  -5.504  0.003
H  3.647  -0.961  -4.624  0.003
H  3.917  2.710  -4.210  -0.004
H  3.507  3.868  -2.061  0.000
H  3.575  -1.000  -2.051  -0.004
O  -1.199  0.230  -2.543  0.000
N  -0.859  0.712  -3.741  0.340
C  0.229  0.233  -4.460  0.151
C  0.456  0.665  -5.718  -0.167
C  -0.365  1.614  -6.435  0.503
C  -1.520  1.994  -5.692  -0.144
C  -1.769  1.545  -4.439  0.208
H  0.833  -0.516  -3.952  0.023
H  1.302  0.233  -6.237  -0.025
H  -0.258  1.759  -7.504  0.057
H  -2.262  2.623  -6.179  -0.014
H  -2.589  1.865  -3.816  0.047
C  5.437  -4.926  0.483  0.000
N  4.528  -3.963  1.081  0.000
C  3.244  -4.570  1.470  0.000
C  4.337  -2.778  0.237  0.000
C  3.568  -3.022  -1.077  -0.001
C  4.212  -3.516  -2.206  0.000
C  3.524  -3.697  -3.389  -0.001
C  2.185  -3.421  -3.417  0.003
C  1.506  -2.985  -2.249  -0.014
C  2.137  -2.718  -1.025  0.007
H  5.677  -5.715  1.211  0.000
H  6.398  -4.472  0.236  0.000
H  5.072  -5.375  -0.443  0.000
H  3.444  -5.398  2.168  0.000
H  2.645  -5.022  0.630  0.000
H  2.624  -3.817  1.963  0.000
H  5.334  -2.384  0.009  0.000
H  3.718  -2.074  0.769  0.000
H  5.293  -3.722  -2.108  0.000
H  4.020  -4.088  -4.289  0.000
H  1.637  -3.541  -4.359  0.003
H  0.435  -2.838  -2.334  0.001
N  0.744  3.386  -2.899  -0.002
N  0.445  2.856  -1.598  0.004
H  -0.131  3.590  -3.388  -0.003
H  1.158  2.598  -3.473  0.001
H  -0.440  2.353  -1.641  0.008
H  0.355  3.601  -0.929  -0.001



No. 5
The following is a DFT calculation (ωB97M-V with the def2-TZVPD basis set) of a structure of composition C39H46N2P2Re in a non-equilibrium geometry.

The value obtained for the max |F| is 2.3 eV/A. Its total energy is -2383.756252 Eh. The highest occupied orbital energy (alpha / beta) is -13.303 / -13.374 eV. As for the multiplicity: 2. The net charge is +2. Its expectation value of S² is 0.791. The value obtained for the gap between HOMO and LUMO (alpha / beta) is 6.129 / 6.366 eV.

Each line ends with the Mulliken spin population.
Geometry (Å):
Re  0.201  0.168  -0.123  0.840
C  -3.371  -1.502  -0.302  -0.002
C  -2.328  -2.369  0.415  0.001
C  -3.007  -3.388  1.339  -0.001
P  -1.088  -1.332  1.253  0.115
C  0.071  -2.392  2.217  -0.007
C  0.327  -3.718  1.477  0.008
C  -0.320  -2.636  3.678  0.003
C  -1.900  -0.190  2.397  -0.032
C  -2.800  -0.568  3.388  0.007
C  -3.277  0.365  4.301  -0.011
C  -2.818  1.670  4.240  0.006
C  -1.915  2.057  3.254  -0.016
C  -1.487  1.133  2.309  0.019
N  -0.576  1.443  1.243  -0.035
C  -0.121  2.768  0.935  -0.030
C  -0.956  3.876  0.811  0.013
C  -0.426  5.068  0.350  -0.007
C  0.923  5.171  0.006  0.017
C  1.753  4.075  0.134  0.003
C  1.239  2.869  0.627  0.018
P  2.124  1.318  0.890  -0.012
C  3.744  1.542  0.085  -0.012
C  4.429  0.234  -0.321  0.003
C  4.682  2.432  0.916  -0.002
C  2.299  1.035  2.699  0.014
C  2.646  2.299  3.494  -0.002
C  3.275  -0.121  2.979  -0.005
H  -4.085  -2.157  -0.808  0.000
H  -2.931  -0.854  -1.057  0.003
H  -3.932  -0.885  0.407  0.000
H  -1.731  -2.890  -0.336  -0.001
H  -3.572  -4.086  0.714  0.000
H  -3.727  -2.903  2.002  0.000
H  -2.313  -3.975  1.941  0.000
H  0.982  -1.796  2.205  0.007
H  -0.463  -4.442  1.691  0.001
H  1.265  -4.150  1.837  0.000
H  0.411  -3.616  0.397  0.000
H  -1.254  -3.205  3.763  0.001
H  -0.422  -1.714  4.252  0.000
H  0.469  -3.236  4.143  -0.001
H  -3.122  -1.599  3.472  0.000
H  -3.977  0.064  5.073  0.000
H  -3.158  2.398  4.969  0.000
H  -1.545  3.074  3.229  -0.001
H  -2.014  3.791  1.033  -0.001
H  -1.076  5.930  0.237  -0.001
H  1.323  6.111  -0.358  0.001
H  2.802  4.166  -0.127  0.000
H  3.470  2.067  -0.831  -0.002
H  4.707  -0.365  0.551  -0.002
H  5.349  0.475  -0.860  0.000
H  3.810  -0.371  -0.972  0.001
H  5.132  1.865  1.734  0.000
H  4.200  3.313  1.342  0.000
H  5.496  2.777  0.274  0.000
H  1.302  0.710  2.984  0.005
H  3.691  2.586  3.359  0.001
H  2.495  2.095  4.557  -0.001
H  2.018  3.152  3.228  0.000
H  4.312  0.180  2.815  0.000
H  3.083  -1.005  2.361  0.002
H  3.185  -0.423  4.026  0.000
C  2.899  -3.211  -1.163  -0.040
C  2.526  -3.456  -2.486  0.065
C  1.542  -2.681  -3.072  -0.045
C  0.920  -1.676  -2.331  0.067
C  1.272  -1.405  -0.998  -0.110
C  2.290  -2.197  -0.442  0.115
C  -0.106  -0.799  -2.894  0.019
C  -0.368  -0.703  -4.274  0.014
C  -1.230  0.233  -4.733  -0.012
C  -1.922  1.082  -3.832  -0.001
C  -2.853  2.042  -4.286  0.002
C  -3.558  2.800  -3.397  0.001
C  -3.363  2.601  -2.015  0.009
C  -2.455  1.683  -1.554  0.037
C  -1.694  0.924  -2.460  -0.024
N  -0.741  -0.010  -2.008  -0.002
H  3.682  -3.809  -0.704  0.001
H  3.008  -4.244  -3.057  0.002
H  1.253  -2.880  -4.100  0.002
H  2.617  -2.017  0.578  0.002
H  0.160  -1.352  -4.959  0.000
H  -1.403  0.343  -5.803  0.000
H  -3.009  2.152  -5.355  0.000
H  -4.275  3.532  -3.747  0.000
H  -3.959  3.168  -1.304  0.001
H  -2.350  1.513  -0.489  -0.009



No. 6
The following is a DFT calculation (ωB97M-V with the def2-TZVPD basis set) of the molecule C4H8FOP in a non-equilibrium geometry.

The value obtained for the max |F| is 5.2 eV/A. Its energy relative to the best compared isomer or geometry (same formula, charge and spin) is 69.8 kcal/mol. Its total energy is -673.590367 Eh. The highest occupied orbital energy is -9.215 eV. As for the multiplicity: 1. Its structure (SMILES) is CC(=O)[C@](C)(F)P. The value obtained for the gap between HOMO and LUMO is 9.483 eV.

Each line ends with the natural charge from an NBO analysis.
Geometry (Å):
C  -0.976  -0.043  0.487  0.519
C  -2.104  0.870  0.178  -0.713
C  1.503  -0.288  0.794  -0.684
C  0.449  0.264  -0.047  0.243
O  -1.122  -1.077  1.061  -0.547
F  0.558  1.522  -0.475  -0.347
P  0.454  -1.129  -1.848  0.187
H  -3.046  0.488  0.359  0.236
H  -2.080  1.872  0.819  0.242
H  -2.001  1.158  -0.920  0.238
H  2.441  0.239  0.386  0.226
H  1.556  -0.006  1.904  0.226
H  1.590  -1.309  0.686  0.239
H  1.168  -2.113  -1.209  -0.034
H  1.608  -0.448  -2.176  -0.031